Record 1
{
  "formula": "CH14N2O6Pt",
  "method": "ωB97M-V/def2-TZVPD",
  "species": ["Pt", "C", "O", "N", "N", "H", "H", "H", "H", "O", "H", "H", "O", "H", "H", "O", "H", "H", "O", "H", "H", "O", "H", "H"],
  "xyz": [[0.8144, 0.5139, 0.5101], [-1.9957, -0.7329, -1.0045], [-1.0994, -0.1057, -0.4210], [-3.2442, -0.4319, -0.9283], [-1.9259, -1.8281, -1.7080], [-3.8402, -1.0668, -1.4400], [-3.5433, 0.3795, -0.4066], [-2.7534, -2.2788, -2.0716], [-1.0467, -2.3165, -1.6155], [1.4862, -1.4728, 0.1779], [1.2941, -2.0234, -0.5812], [1.3175, -2.0370, 0.9325], [0.3362, -0.2130, 2.4148], [0.2478, -0.9395, 3.0317], [0.0545, 0.5570, 2.9087], [2.6447, 1.0821, 1.3129], [2.8512, 0.9518, 2.2385], [3.4689, 1.3717, 0.9217], [1.7709, 0.7427, -1.3610], [1.7635, 0.9681, -2.2913], [2.6923, 0.5767, -1.1616], [-0.2934, 2.4038, 0.1454], [-0.1187, 3.1539, -0.4229], [-0.8815, 2.7450, 0.8192]],
  "atomic_forces_ev_per_a": [[-2.54, 0.26, -2.43], [-2.91, -1.65, -0.78], [3.09, 1.11, 1.43], [-2.11, 2.53, 1.15], [3.97, -1.98, -0.73], [-0.93, 0.98, 0.51], [-0.62, -0.16, -0.33], [0.50, -0.34, -0.06], [-0.46, -0.59, -0.80], [0.43, -0.56, 0.50], [0.07, -0.18, -0.86], [0.18, -0.62, 0.58], [-0.39, 0.77, 1.15], [-0.06, -0.95, 0.24], [-0.36, 0.29, 0.79], [0.33, 0.09, 0.40], [0.07, -0.20, 0.94], [0.66, 0.45, -0.60], [0.86, 0.07, -0.43], [-0.59, 0.40, -0.80], [0.69, -0.16, -0.33], [0.09, -0.28, 0.59], [0.50, 0.48, -0.63], [-0.48, 0.24, 0.50]],
  "nbo_charge": [1.817, 0.771, -0.598, -0.717, -0.742, 0.429, 0.437, 0.445, 0.401, -0.903, 0.542, 0.530, -0.974, 0.565, 0.533, -0.917, 0.553, 0.556, -0.954, 0.564, 0.516, -0.941, 0.552, 0.534],
  "spin_multiplicity": 4,
  "lumo_ev": [-10.96, -16.21],
  "homo_lumo_gap_ev": [9.9, 4.6],
  "total_charge": 3,
  "e_homo_ev": [-20.9, -20.9]
}



Record 2
{
  "formula": "CH14NO6",
  "method": "ωB97M-V/def2-TZVPD",
  "species": ["N", "C", "O", "H", "H", "H", "H", "H", "H", "O", "H", "H", "O", "H", "H", "O", "H", "H", "O", "H", "H", "O"],
  "xyz": [[-0.2250, 1.0322, -2.6163], [0.6603, 0.6329, -1.4451], [-0.0316, 0.0832, -0.4600], [-0.9077, 0.3083, -2.7666], [-0.8136, 1.8522, -2.4931], [1.3586, -0.1944, -1.9583], [1.1657, 1.5367, -1.0468], [-1.5962, -2.7006, 0.1589], [-0.7517, -1.4493, -0.2918], [-0.7501, -2.4410, -0.3701], [-0.1023, 1.1669, 0.9353], [0.8624, 2.0190, 1.7819], [0.0163, 1.7071, 1.7256], [-2.5804, 0.5162, -0.4152], [-2.9340, 1.1958, 0.8187], [-3.3260, 0.9148, 0.0645], [2.6631, 1.0247, 0.1261], [1.5757, 0.1526, 0.3998], [2.5473, 0.3986, 0.8017], [1.4604, -1.2838, 1.6151], [0.5956, -2.5368, 1.2809], [1.2461, -2.2415, 1.8434]],
  "atomic_forces_ev_per_a": [[0.69, 0.55, -0.17], [-0.66, -1.09, -2.69], [-0.53, -0.43, 2.11], [0.10, -0.65, 0.07], [0.45, 0.15, 0.62], [-0.63, 1.93, 0.97], [0.37, 0.02, -0.98], [2.26, 0.56, -1.49], [0.75, -0.07, -0.46], [-2.85, -0.71, 1.82], [0.27, -0.58, -0.83], [3.39, 0.84, -0.03], [-3.90, -0.27, 0.91], [-0.11, 0.13, 0.01], [1.87, 1.51, 3.82], [-1.50, -1.63, -3.83], [1.23, 1.64, -1.32], [1.98, -0.06, 1.52], [-3.27, -1.74, -0.14], [-0.58, -2.09, 0.31], [-2.40, -0.66, -2.49], [3.07, 2.63, 2.25]],
  "nbo_charge": [-0.903, 0.112, -0.971, 0.343, 0.338, 0.115, 0.105, 0.447, 0.516, -0.997, 0.499, 0.460, -0.998, 0.486, 0.464, -0.955, 0.452, 0.496, -1.003, 0.490, 0.480, -0.978],
  "spin_multiplicity": 1,
  "lumo_ev": 3.73,
  "relative_energy_kj_mol": 164.7,
  "homo_lumo_gap_ev": 8.9,
  "total_charge": -1,
  "e_homo_ev": -5.2
}



Record 3
{
  "formula": "CH14NO6",
  "method": "ωB97M-V/def2-TZVPD",
  "species": ["N", "C", "O", "H", "H", "H", "H", "H", "H", "O", "H", "H", "O", "H", "H", "O", "H", "H", "O", "H", "H", "O"],
  "xyz": [[-2.4293, -0.1692, -1.0620], [-1.9343, 0.7255, 0.0006], [-0.5568, 0.9024, 0.0069], [-1.8869, 0.1199, -1.8701], [-2.1946, -1.1180, -0.7940], [-2.3021, 0.3538, 0.9687], [-2.4172, 1.7085, -0.1270], [1.4192, -1.8025, -1.4265], [1.8447, -2.5227, -0.1020], [1.8179, -2.6115, -1.0653], [-0.4804, 3.7042, -0.8358], [-0.0103, 2.4409, -0.1215], [0.1728, 3.4300, -0.1834], [1.6549, 0.2768, -1.7094], [0.1836, 0.2026, -1.3050], [0.8123, -0.0468, -2.0494], [1.4011, -1.4614, 1.8789], [1.3738, -2.9337, 2.3727], [1.8563, -2.3294, 1.8065], [-0.0072, 0.4003, 1.2818], [1.1709, 0.7154, 2.2249], [0.5116, 0.0148, 2.1105]],
  "atomic_forces_ev_per_a": [[-0.01, 0.70, 0.64], [0.02, 0.48, 0.09], [-0.30, -0.46, 0.10], [-0.11, -0.56, -0.23], [0.27, 0.01, -0.38], [0.01, -0.22, -0.03], [-0.13, -0.06, -0.19], [-0.08, -0.02, 0.15], [-0.10, 0.11, 0.06], [0.13, -0.21, -0.31], [0.13, 0.09, 0.05], [-0.12, 0.31, 0.13], [-0.10, -0.25, -0.16], [-0.06, 0.08, -0.15], [0.29, 0.16, -0.06], [-0.03, -0.14, 0.25], [-0.30, 0.16, 0.13], [-0.13, 0.05, 0.01], [0.37, -0.16, -0.08], [0.26, -0.43, -0.03], [-0.15, -0.27, 0.19], [0.13, 0.62, -0.19]],
  "nbo_charge": [-0.873, 0.108, -0.951, 0.353, 0.350, 0.124, 0.114, 0.490, 0.491, -1.016, 0.446, 0.509, -1.010, 0.461, 0.510, -1.014, 0.513, 0.461, -1.001, 0.513, 0.458, -1.036],
  "spin_multiplicity": 1,
  "lumo_ev": 3.72,
  "relative_energy_kj_mol": 0.0,
  "homo_lumo_gap_ev": 9.2,
  "total_charge": -1,
  "e_homo_ev": -5.5
}



Record 4
{
  "formula": "CH14O5",
  "method": "ωB97M-V/def2-TZVPD",
  "species": ["C", "H", "H", "H", "H", "H", "H", "O", "H", "H", "O", "H", "H", "O", "H", "H", "O", "H", "H", "O"],
  "xyz": [[0.6902, 1.9840, 0.3723], [0.3047, 1.4473, -0.4951], [-0.1242, 2.6015, 0.7488], [1.0627, 1.3281, 1.1516], [1.4855, 2.6068, -0.0178], [-1.4911, -1.3938, 0.2062], [-0.5534, -2.2717, 0.9506], [-1.0097, -1.4164, 1.0558], [-2.9548, 1.8929, -0.5346], [-1.8978, 1.2564, 0.3089], [-2.6010, 1.0284, -0.2966], [5.1258, -3.0793, -2.1750], [3.6614, -3.1936, -2.5978], [4.2705, -2.6340, -2.1058], [-1.3437, 0.4577, 3.8137], [-1.0468, -0.0542, 2.4464], [-0.7600, 0.6189, 3.0738], [-1.4479, 0.1618, -1.6854], [-0.2321, -0.7779, -1.9784], [-1.1384, -0.5629, -2.2417]],
  "atomic_forces_ev_per_a": [[-0.25, 0.11, -0.46], [0.06, -0.35, 0.14], [0.17, 0.12, 0.20], [-0.11, -0.10, -0.05], [0.16, 0.26, 0.16], [-0.04, 0.42, 0.40], [-0.02, 0.53, 0.52], [-0.07, -0.90, -1.07], [-0.17, -0.11, -0.13], [0.43, -0.03, 0.53], [-0.15, 0.18, -0.30], [-0.23, 0.13, 0.02], [0.03, 0.02, 0.00], [0.18, -0.15, -0.03], [-0.10, 0.15, 0.41], [0.27, -0.25, -0.34], [-0.13, 0.08, -0.08], [-0.05, 0.08, 0.18], [-0.31, 0.31, -0.03], [0.31, -0.48, -0.08]],
  "nbo_charge": [-0.855, 0.196, 0.204, 0.235, 0.217, 0.492, 0.481, -0.966, 0.480, 0.484, -0.952, 0.470, 0.468, -0.937, 0.463, 0.490, -0.960, 0.491, 0.467, -0.966],
  "spin_multiplicity": 1,
  "lumo_ev": 0.42,
  "relative_energy_kj_mol": 63.1,
  "homo_lumo_gap_ev": 11.6,
  "total_charge": 0,
  "smiles": "C.O.O.O.O.O",
  "e_homo_ev": -11.2
}



Record 5
{
  "formula": "CH14O6",
  "method": "ωB97M-V/def2-TZVPD",
  "species": ["C", "O", "H", "H", "H", "H", "H", "H", "O", "H", "H", "O", "H", "H", "O", "H", "H", "O", "H", "H", "O"],
  "xyz": [[1.3383, -0.2888, -2.5634], [0.0512, -0.6986, -2.0787], [1.1753, 0.3396, -3.4404], [1.8948, -1.1514, -2.9358], [1.9046, 0.2144, -1.7798], [-0.5204, 0.0472, -2.2873], [-0.8476, 1.3004, 0.6635], [-1.7974, 2.3727, 0.1395], [-1.1736, 1.6981, -0.1577], [0.7998, 0.0863, 1.4706], [1.2412, 1.5153, 1.8753], [0.5446, 0.8647, 2.0043], [0.4165, -1.8344, 3.7813], [1.3270, -1.9052, 4.9986], [0.4358, -1.6781, 4.7210], [-3.2603, 1.9672, -2.9272], [-2.6232, 1.3204, -1.6566], [-2.5783, 1.3686, -2.6197], [1.9799, -1.7837, -0.2312], [0.4835, -1.4472, -0.1812], [1.2828, -1.4802, 0.3676]],
  "atomic_forces_ev_per_a": [[-0.50, -0.25, -0.40], [0.49, 0.07, -0.19], [0.33, 0.29, 0.16], [-0.08, -0.15, 0.28], [0.06, 0.16, -0.11], [-0.46, -0.07, 0.26], [0.27, 0.04, 0.17], [0.22, -0.01, -0.01], [-0.48, 0.12, -0.02], [0.29, 0.26, 0.21], [0.02, -0.09, -0.06], [-0.24, -0.35, -0.25], [0.03, -0.01, -0.51], [0.02, 0.00, -0.03], [-0.05, 0.02, 0.55], [-0.11, 0.03, 0.11], [0.09, 0.12, -0.07], [0.18, -0.27, -0.15], [-0.26, 0.14, 0.24], [0.16, 0.08, -0.30], [0.01, -0.14, 0.12]],
  "nbo_charge": [-0.262, -0.756, 0.182, 0.172, 0.171, 0.499, 0.501, 0.466, -0.978, 0.501, 0.476, -0.973, 0.471, 0.465, -0.937, 0.472, 0.489, -0.965, 0.481, 0.505, -0.981],
  "spin_multiplicity": 1,
  "lumo_ev": 0.54,
  "relative_energy_kj_mol": 60.6,
  "homo_lumo_gap_ev": 11.2,
  "total_charge": 0,
  "smiles": "CO.O.O.O.O.O",
  "e_homo_ev": -10.7
}



Record 6
{
  "formula": "CH14O6",
  "method": "ωB97M-V/def2-TZVPD",
  "species": ["O", "H", "H", "O", "H", "H", "O", "H", "H", "O", "H", "H", "O", "H", "H", "C", "O", "H", "H", "H", "H"],
  "xyz": [[-2.3903, -1.6279, 0.7924], [-2.8959, -2.0412, 1.4978], [-2.2209, -0.6996, 1.1258], [-1.4843, 1.1153, 1.6535], [-0.5429, 1.0221, 1.5257], [-1.5057, 1.5292, 2.5216], [2.3858, 0.0224, -1.0573], [1.6393, -0.5653, -1.4343], [3.0179, 0.1835, -1.7495], [-0.7556, -3.5086, -0.5245], [-1.3810, -2.9426, -0.1057], [-0.8899, -4.3935, -0.1881], [0.1501, -1.2530, -1.9122], [0.2007, -1.9550, -1.2830], [-0.4923, -0.7098, -1.4802], [1.1382, 3.0079, 0.1160], [1.0139, 1.6587, 0.5850], [1.7792, 3.6138, 0.7759], [1.4642, 2.9290, -0.9030], [0.1870, 3.5143, -0.0060], [1.5826, 1.1001, 0.0500]],
  "atomic_forces_ev_per_a": [[0.12, 1.23, 0.48], [-0.05, -0.01, 0.01], [-0.05, -1.00, -0.40], [-0.76, -0.19, 0.53], [1.04, 0.11, -0.77], [-0.41, 0.01, 0.07], [-1.23, -0.99, 0.00], [1.13, 1.10, 0.25], [0.23, 0.01, -0.41], [1.14, -0.74, -0.82], [-1.09, 0.86, 0.83], [-0.01, -0.11, 0.09], [0.64, 0.53, -0.64], [0.10, -1.73, 0.51], [-0.83, 1.00, 0.10], [-0.10, -0.66, 0.08], [-0.75, 0.96, 0.83], [-0.01, -0.26, -0.43], [0.89, 0.41, -0.50], [-0.51, -0.19, 0.58], [0.50, -0.33, -0.42]],
  "nbo_charge": [-0.993, 0.475, 0.518, -0.975, 0.504, 0.471, -1.006, 0.508, 0.479, -0.981, 0.498, 0.477, -0.933, 0.498, 0.476, -0.252, -0.795, 0.168, 0.174, 0.175, 0.512],
  "spin_multiplicity": 1,
  "lumo_ev": 0.59,
  "relative_energy_kj_mol": 28.2,
  "homo_lumo_gap_ev": 10.9,
  "total_charge": 0,
  "smiles": "CO.O.O.O.O.O",
  "e_homo_ev": -10.3
}



Record 7
{
  "formula": "CH15MnO7",
  "method": "ωB97M-V/def2-TZVPD",
  "species": ["Mn", "C", "O", "H", "H", "H", "O", "H", "H", "O", "H", "H", "O", "H", "H", "O", "H", "H", "O", "H", "H", "O", "H", "H"],
  "xyz": [[-1.8615, -2.1675, -0.8101], [0.4725, 0.2637, 0.4750], [-0.2857, -0.7607, -0.2353], [0.0740, 1.2651, 0.6372], [0.5837, -0.0421, 1.5153], [1.5185, 0.2487, 0.1688], [-2.6625, -0.2928, 2.3468], [-3.3465, -0.5918, 1.7477], [-1.8449, -0.4457, 1.8731], [-3.3755, -0.6376, -0.6224], [-4.3196, -0.5216, -0.5152], [-2.9953, 0.1805, -0.3023], [-0.5386, 3.2826, -0.8999], [0.2992, 3.7453, -0.9105], [-0.3496, 2.4539, -0.4596], [1.6693, -1.6637, -2.4219], [2.0348, -0.8914, -2.8534], [1.0663, -1.3104, -1.7679], [3.8559, 1.8974, -0.9851], [3.5721, 2.3433, -1.7832], [3.1933, 2.1268, -0.3335], [0.7056, -2.8923, 2.1359], [1.0652, -2.1817, 1.6049], [1.4691, -3.4079, 2.3955]],
  "atomic_forces_ev_per_a": [[2.49, 2.98, 1.26], [0.08, -1.98, 1.00], [-1.86, -0.66, -0.61], [-0.42, -0.09, -0.85], [-0.22, -0.34, 0.36], [-0.15, 0.37, -0.76], [-0.16, 0.11, -0.06], [-0.28, -0.11, 0.19], [0.56, -0.06, -0.02], [0.36, -0.84, -0.20], [-0.66, -0.26, -0.20], [0.64, 0.64, 0.13], [-0.30, -0.05, -0.11], [0.18, 0.26, -0.04], [0.06, -0.05, -0.06], [-0.16, -0.41, -0.13], [0.21, 0.16, -0.19], [-0.21, 0.32, 0.51], [0.00, -0.28, 0.03], [0.04, 0.17, -0.28], [-0.05, 0.13, 0.24], [-0.47, 0.01, -0.18], [0.14, 0.20, -0.19], [0.19, -0.23, 0.16]],
  "nbo_charge": [1.752, -0.262, -1.076, 0.163, 0.178, 0.201, -0.906, 0.443, 0.465, -1.033, 0.535, 0.541, -0.928, 0.474, 0.451, -0.953, 0.479, 0.471, -0.926, 0.470, 0.458, -0.952, 0.470, 0.485],
  "spin_multiplicity": 6,
  "lumo_ev": [-6.99, -7.03],
  "relative_energy_kj_mol": 108.1,
  "homo_lumo_gap_ev": [6.9, 6.7],
  "total_charge": 1,
  "e_homo_ev": [-13.9, -13.7]
}



Record 8
{
  "formula": "CH15NO5",
  "method": "ωB97M-V/def2-TZVPD",
  "species": ["C", "N", "H", "H", "H", "H", "H", "H", "H", "O", "H", "H", "O", "H", "H", "O", "H", "H", "O", "H", "H", "O"],
  "xyz": [[-0.4921, 1.1023, -0.6506], [-1.7022, 0.9329, 0.2068], [0.0739, 1.9769, -0.3489], [-0.6710, 1.1190, -1.7263], [0.1218, 0.2040, -0.5573], [-2.4653, 0.5928, -0.3700], [-1.4383, 0.1188, 0.7448], [0.6420, -1.9296, -4.2273], [2.0443, -1.6056, -3.9276], [1.1577, -1.3828, -3.6325], [-0.2896, -2.3965, 0.1292], [0.2202, -2.3289, -1.3281], [-0.5751, -2.4159, -0.7909], [2.4918, 1.0619, 2.5648], [3.8630, 0.3809, 2.2704], [2.9036, 0.2082, 2.3498], [-2.6822, 2.8793, 0.4448], [-3.0263, 3.6992, 1.6448], [-3.3794, 3.4805, 0.7801], [1.6587, -1.4117, 1.9880], [0.7489, -2.4792, 2.5701], [0.7958, -1.8064, 1.8660]],
  "atomic_forces_ev_per_a": [[0.01, -0.72, -0.13], [0.60, -0.09, -0.75], [0.07, 0.14, -0.04], [-0.44, 0.44, 0.09], [0.31, 0.21, 0.18], [-0.01, 0.09, -0.01], [-0.46, 0.02, 0.57], [-0.56, -0.04, -0.03], [0.35, 0.21, 0.21], [0.18, -0.21, -0.08], [0.33, 0.10, 0.02], [0.00, 0.08, 0.10], [-0.24, -0.07, -0.17], [0.25, -0.43, -0.14], [-0.83, -0.07, 0.07], [0.57, 0.40, 0.04], [-0.49, -0.05, 0.15], [-0.14, 0.15, 0.22], [0.61, -0.23, -0.26], [0.47, 0.52, -0.04], [-0.08, 0.42, -0.47], [-0.49, -0.87, 0.49]],
  "nbo_charge": [-0.427, -0.860, 0.177, 0.197, 0.193, 0.361, 0.368, 0.469, 0.466, -0.934, 0.489, 0.477, -0.970, 0.486, 0.483, -0.963, 0.488, 0.458, -0.958, 0.499, 0.473, -0.972],
  "spin_multiplicity": 1,
  "lumo_ev": 0.32,
  "relative_energy_kj_mol": 100.4,
  "homo_lumo_gap_ev": 9.8,
  "total_charge": 0,
  "smiles": "CN.O.O.O.O.O",
  "e_homo_ev": -9.5
}



no.,calculated total energy (hartree)
1,-725.48901
2,-552.71353
3,-552.77627
4,-422.68129
5,-497.91779
6,-497.93012
7,-1724.40487
8,-478.02893